# 1
A structure of composition C9H18BrCuNO at a distorted geometry. Source: the OMol25 dataset; level of theory: ωB97M-V/def2-TZVPD.

Element x y z (Å)
1 Cu 19.41 16.62 14.66
2 C 16.42 14.90 16.40
3 C 17.91 15.00 16.10
4 C 18.47 13.70 16.63
5 C 18.24 12.54 15.66
6 C 18.74 12.83 14.21
7 C 18.13 14.14 13.57
8 N 18.13 15.30 14.59
9 O 17.76 16.65 14.15
10 C 16.72 13.80 13.00
11 C 19.00 14.52 12.33
12 C 18.56 16.07 16.97
13 H 15.83 14.07 16.01
14 H 15.90 15.82 16.16
15 H 16.24 14.85 17.47
16 H 17.91 13.45 17.53
17 H 19.55 13.71 16.78
18 H 17.18 12.31 15.61
19 H 18.54 11.56 16.03
20 H 18.56 11.99 13.53
21 H 19.82 12.77 14.40
22 H 16.68 12.76 12.68
23 H 16.48 14.59 12.28
24 H 15.88 13.97 13.67
25 H 19.12 13.58 11.79
26 H 19.98 14.95 12.57
27 H 18.60 15.36 11.77
28 H 18.70 15.76 18.00
29 H 17.88 16.90 17.18
30 H 19.56 16.26 16.59
31 Br 20.90 16.55 15.88

Output
Frontier orbital gap (eV): 5.3668
Total charge: -1

Computed Löwdin charges, given in elementary charges: -0.1186, -0.0712, -0.4918, -0.1565, -0.1987, -0.1245, -0.4328, -0.2271, -0.3207, -0.0426, -0.0582, -0.2267, 0.0637, 0.0803, 0.0729, 0.1142, 0.1159, 0.0878, 0.0974, 0.0972, 0.1102, 0.0698, 0.0724, 0.0611, 0.0750, 0.0625, 0.0719, 0.0851, 0.0865, -0.3473, 0.3929

=====

# 2
A cluster of 2 separate species, C10H16 in total at a distorted geometry. Source: the OMol25 dataset; level of theory: ωB97M-V/def2-TZVPD.

Element x y z (Å)
1 C 3.38 -1.19 1.34
2 C 1.98 -0.72 1.45
3 C 0.88 -1.57 1.25
4 C -0.45 -1.23 1.45
5 C -0.67 0.10 1.84
6 C 0.39 0.87 2.30
7 C 1.71 0.56 1.90
8 H 3.73 -1.46 0.33
9 H 3.54 -2.14 1.86
10 H 4.11 -0.42 1.60
11 H 1.03 -2.53 0.76
12 H -1.29 -1.90 1.34
13 H -1.60 0.45 2.28
14 H 0.15 1.87 2.64
15 H 2.50 1.24 2.18
16 C -2.87 0.57 -1.56
17 C -1.82 1.36 -2.37
18 C -0.62 0.48 -2.67
19 H -2.54 0.19 -0.60
20 H -3.77 1.17 -1.48
21 H -3.09 -0.28 -2.21
22 H -2.24 1.68 -3.33
23 H -1.46 2.25 -1.87
24 H 0.20 1.15 -2.91
25 H -0.39 -0.31 -1.97
26 H -0.77 -0.16 -3.56

Output
Energy above the lowest of the compared OMol25 structures with the same formula, charge and spin (kcal per mole): 24.50
SMILES string: Cc1ccccc1.CCC
Frontier orbital gap (eV): 10.0251

Computed Löwdin charges, given in elementary charges: -0.0682, -0.2888, -0.0638, -0.0836, -0.1167, -0.0911, -0.0450, 0.0830, 0.0844, 0.0759, 0.1107, 0.1007, 0.0990, 0.0995, 0.1051, -0.1107, -0.3166, -0.1407, 0.0467, 0.0630, 0.0705, 0.0974, 0.0906, 0.0663, 0.0588, 0.0735

=====

Asked for lowest unoccupied orbital energy across the records above, the calculation gives 3.276; 0.994 eV in order.
Asked for calculated total energy across the records above, the calculation gives -127839.999; -10628.681 eV in order.